DFT (the ωB97M-V functional and the def2-TZVPD basis) results for a structure of composition C20H28CaN4O3PS2.

Each line ends with the Löwdin charge.
Positions of all 59 atoms, in Å:
Ca (0.354, 0.805, 2.488)  1.423
C (-2.215, -1.455, 2.382)  -0.184
C (-0.985, -2.255, 1.914)  -0.190
N (0.321, -1.756, 2.375)  -0.152
C (0.714, -2.195, 3.724)  -0.195
C (-0.157, -1.573, 4.806)  -0.188
N (-0.187, -0.102, 4.726)  -0.147
C (-1.490, 0.505, 5.036)  -0.176
C (-2.492, 0.549, 3.841)  -0.179
N (-1.994, -0.010, 2.567)  -0.146
H (-2.599, -1.868, 3.314)  0.106
H (-3.008, -1.619, 1.648)  0.127
H (-0.950, -2.259, 0.823)  0.091
H (-1.133, -3.297, 2.226)  0.126
H (1.018, -2.087, 1.718)  0.112
H (1.757, -1.908, 3.882)  0.126
H (0.661, -3.286, 3.822)  0.126
H (0.193, -1.912, 5.785)  0.133
H (-1.177, -1.942, 4.714)  0.106
H (0.508, 0.288, 5.353)  0.127
H (-1.300, 1.526, 5.365)  0.122
H (-1.972, -0.016, 5.869)  0.120
H (-2.748, 1.589, 3.650)  0.116
H (-3.412, 0.037, 4.137)  0.118
H (-2.457, 0.496, 1.822)  0.121
C (0.923, 4.734, 3.513)  0.010
C (0.692, 3.290, 3.165)  -0.723
O (1.619, 2.450, 3.387)  -0.175
O (-0.421, 2.931, 2.668)  -0.169
H (1.884, 5.053, 3.115)  0.090
H (0.978, 4.826, 4.599)  0.091
H (0.121, 5.360, 3.134)  0.083
O (0.995, 1.897, -0.342)  -0.107
N (0.757, 0.769, -0.061)  -0.543
S (2.935, 1.478, -2.670)  0.349
P (1.429, 0.380, -3.102)  0.268
S (0.322, -0.355, -1.314)  0.714
C (1.764, -1.243, -3.818)  -0.407
C (2.347, -2.256, -3.057)  -0.116
C (2.711, -3.448, -3.658)  -0.066
C (2.505, -3.632, -5.020)  -0.060
C (1.939, -2.621, -5.782)  -0.059
C (1.569, -1.425, -5.185)  -0.076
C (0.103, 1.124, -4.072)  -0.410
C (0.247, 2.433, -4.514)  -0.086
C (-0.763, 3.020, -5.265)  -0.059
C (-1.908, 2.301, -5.569)  -0.061
C (-2.052, 0.991, -5.125)  -0.066
C (-1.050, 0.401, -4.377)  -0.113
H (2.527, -2.106, -2.001)  0.086
H (3.164, -4.232, -3.068)  0.110
H (2.792, -4.564, -5.487)  0.112
H (1.788, -2.758, -6.844)  0.113
H (1.133, -0.640, -5.788)  0.111
H (1.145, 2.985, -4.270)  0.082
H (-0.650, 4.038, -5.612)  0.112
H (-2.693, 2.759, -6.156)  0.111
H (-2.945, 0.430, -5.367)  0.110
H (-1.161, -0.625, -4.044)  0.106

Force components x, y, z for each atom (eV/Å):
0.21 -0.19 -0.24
-0.05 -0.03 0.06
-0.01 -0.06 -0.03
-0.02 0.15 0.08
-0.06 -0.06 0.04
-0.04 -0.01 0.06
0.04 0.02 -0.13
-0.11 -0.08 0.04
-0.07 -0.07 0.04
0.12 0.11 -0.08
0.02 0.02 0.01
0.01 -0.03 0.01
0.00 0.08 0.01
0.00 -0.01 -0.06
0.02 -0.05 0.02
0.00 0.01 -0.02
0.01 0.01 0.00
0.03 0.00 -0.02
0.01 0.00 0.02
-0.02 -0.01 0.03
0.00 0.00 -0.03
0.06 0.03 0.04
0.03 0.01 0.01
-0.02 0.04 -0.02
-0.05 -0.03 0.01
0.00 -0.05 -0.01
0.04 0.24 0.05
0.01 0.01 0.05
-0.09 -0.02 0.07
0.00 0.00 -0.01
0.00 0.00 0.01
0.00 0.00 0.00
0.18 0.11 -0.09
-0.43 0.06 0.13
0.07 -0.08 0.03
-0.28 -0.02 -0.03
0.31 -0.20 -0.10
-0.02 0.07 -0.04
0.03 0.03 0.04
0.00 -0.01 -0.01
0.00 0.02 0.00
0.01 -0.02 0.02
-0.04 -0.01 -0.02
0.12 0.03 0.03
0.01 0.04 0.00
-0.01 -0.02 0.00
0.02 0.00 0.01
0.00 0.00 0.00
-0.02 -0.02 0.00
0.01 0.00 0.00
0.00 0.00 0.00
0.00 -0.01 0.00
0.00 0.00 -0.01
0.00 0.01 0.01
0.01 -0.01 0.01
0.00 0.01 0.00
-0.01 0.00 0.00
0.00 0.00 0.00
0.00 0.00 0.01

Summary:
Net charge: +1
Kohn-Sham gap (eV): 7.74
Energy relative to the best compared isomer or geometry (same formula, charge and spin) (kJ/mol): 0.0
E_HOMO (eV): -11.337
LUMO energy (eV): -3.593

---

DFT (the ωB97M-V functional and the def2-TZVPD basis) results for a structure of composition C20H28CeN2Si at a distorted geometry.

Each line ends with the Löwdin charge.
Positions of all 52 atoms, in Å:
C (0.621, 2.126, 3.204)  -0.180
C (1.115, 2.354, 1.875)  -0.183
C (-0.018, 2.617, 1.020)  -0.253
H (2.161, 2.288, 1.551)  0.136
C (-1.213, 2.543, 1.811)  -0.176
C (-0.819, 2.270, 3.165)  -0.178
H (-1.471, 2.301, 4.033)  0.126
H (1.206, 1.879, 4.094)  0.126
H (0.010, 2.887, -0.038)  0.108
H (-2.234, 2.749, 1.457)  0.140
Ce (-0.206, 0.249, 1.706)  0.948
C (0.351, -3.834, -1.261)  0.095
H (1.050, -3.997, -0.310)  0.244
H (-0.720, -3.598, -1.411)  0.166
H (0.320, -4.920, -1.385)  0.136
Si (0.050, 0.346, -0.832)  0.615
C (1.404, -0.212, -1.945)  -0.372
C (2.550, 0.630, -1.962)  -0.098
H (2.757, 1.323, -1.140)  0.098
C (3.400, 0.645, -3.078)  -0.048
H (4.193, 1.401, -3.145)  0.120
C (3.292, -0.353, -4.061)  -0.051
H (4.028, -0.414, -4.854)  0.117
C (2.289, -1.301, -3.951)  -0.080
H (2.255, -2.163, -4.604)  0.112
C (1.304, -1.165, -2.988)  -0.168
H (0.418, -1.786, -3.067)  0.090
C (-1.407, 0.807, -1.807)  -0.339
C (-1.019, 1.008, -3.149)  -0.106
H (-0.006, 0.745, -3.460)  0.085
C (-1.887, 1.541, -4.078)  -0.048
H (-1.510, 1.673, -5.092)  0.120
C (-3.175, 1.900, -3.666)  -0.044
H (-3.818, 2.387, -4.387)  0.115
C (-3.587, 1.660, -2.358)  -0.065
H (-4.584, 1.917, -2.003)  0.116
C (-2.725, 1.082, -1.437)  -0.104
H (-3.105, 0.889, -0.443)  0.091
H (0.913, -3.424, -2.107)  0.088
H (0.319, -3.327, -0.289)  0.099
N (-1.654, -0.602, 3.655)  -0.076
C (-0.800, -0.919, 4.848)  -0.196
C (0.407, -1.726, 4.448)  -0.193
N (1.181, -1.050, 3.342)  -0.082
H (-2.205, -1.424, 3.382)  0.111
H (-2.348, 0.119, 3.879)  0.106
H (-0.490, 0.034, 5.279)  0.126
H (-1.408, -1.478, 5.564)  0.136
H (1.051, -1.892, 5.317)  0.136
H (0.115, -2.708, 4.071)  0.123
H (1.837, -0.359, 3.732)  0.107
H (1.813, -1.717, 2.875)  0.106

Force components x, y, z for each atom (eV/Å):
-1.07 1.16 -0.44
-0.69 0.26 0.46
0.34 1.09 -0.26
-0.50 0.10 0.17
0.66 0.56 0.55
1.28 0.84 -0.35
0.09 -0.22 -0.17
-0.20 0.28 -0.37
0.08 0.31 0.68
0.63 -0.15 0.20
-0.70 -2.64 1.53
0.42 -2.13 -3.04
-0.35 -0.04 -0.79
0.20 0.11 0.74
-0.10 -0.38 0.35
-0.01 -1.99 -0.34
1.24 0.49 -1.30
-0.19 -0.21 -0.65
-0.26 -0.05 -0.32
0.26 -0.37 0.21
-0.32 -0.42 0.04
0.34 0.53 0.71
-0.12 0.06 0.00
-0.12 -0.27 0.04
-0.04 0.19 -0.35
0.08 0.47 0.78
-0.07 0.11 -0.03
0.24 -0.06 -1.37
-0.18 0.15 0.04
-0.46 0.30 -0.03
-0.23 0.05 0.04
-0.46 0.14 0.16
0.43 0.08 -0.41
-0.21 -0.08 0.14
-0.24 -0.08 0.28
0.13 0.00 -0.40
0.18 0.34 -0.34
0.10 -0.03 0.19
0.24 0.45 0.94
-0.43 1.93 1.74
-0.64 -0.39 0.10
-0.74 0.27 -0.47
0.67 -0.12 -0.36
1.01 -0.31 0.55
0.17 0.18 0.31
0.32 -0.37 0.14
-0.09 -0.07 0.11
0.32 0.14 0.22
-0.16 -0.01 -0.09
-0.07 0.01 0.02
-0.38 -0.31 0.06
-0.39 0.10 0.39

Summary:
Net charge: +2
Kohn-Sham gap (alpha / beta) (eV): 5.12 / 5.10
Energy relative to the best compared isomer or geometry (same formula, charge and spin) (kJ/mol): 467.9
E_HOMO (alpha / beta) (eV): -11.669 / -11.642
LUMO energy (alpha / beta) (eV): -6.545 / -6.539

---

DFT (the ωB97M-V functional and the def2-TZVPD basis) results for a cluster of 14 separate species, C20H28Cl40FN3O3P in total at a distorted geometry.

Each line ends with the Löwdin charge.
Positions of all 96 atoms, in Å:
C (1.638, -0.445, -3.491)  -0.176
C (0.139, -0.016, -2.981)  -0.234
C (-0.412, 1.411, -3.601)  -0.566
Cl (0.961, 2.444, -4.390)  0.579
N (-1.641, 1.289, -4.471)  -0.024
C (-2.858, 0.838, -3.683)  -0.135
C (-3.382, -0.668, -4.065)  -0.270
P (-5.087, -0.890, -3.160)  0.779
O (-4.883, -0.691, -1.582)  -0.412
O (-5.560, -2.572, -3.473)  -0.204
O (-6.265, 0.233, -3.835)  -0.202
C (-3.547, -0.957, -5.670)  -0.117
N (-2.706, 0.017, -6.465)  -0.010
F (-2.336, -0.478, -7.677)  0.015
C (-1.437, 0.415, -5.683)  -0.107
N (-0.249, -0.028, -6.203)  0.135
H (2.483, -0.021, -2.764)  0.099
H (1.703, -1.630, -3.360)  0.087
H (1.855, -0.241, -4.624)  0.050
H (0.197, 0.086, -1.793)  0.070
H (-0.607, -0.904, -3.201)  0.106
H (-0.745, 2.057, -2.653)  0.084
H (-3.721, 1.663, -3.711)  0.167
H (-2.525, 0.798, -2.538)  0.131
H (-2.677, -1.519, -3.614)  0.142
H (-4.704, -3.097, -3.367)  0.081
H (-6.533, 0.883, -3.120)  0.054
H (-4.678, -0.798, -5.962)  0.145
H (-3.264, -2.080, -5.908)  0.160
H (0.382, 0.637, -6.710)  0.141
H (0.128, -1.012, -6.057)  0.171
C (-4.921, 1.833, 0.663)  -1.504
Cl (-6.197, 1.865, -0.566)  0.554
Cl (-3.378, 2.361, -0.029)  0.497
Cl (-5.363, 2.849, 2.046)  0.554
H (-4.807, 0.804, 1.014)  0.026
C (-1.738, 3.873, 3.764)  -1.527
Cl (-1.237, 2.260, 3.230)  0.482
Cl (-1.856, 3.935, 5.531)  0.527
Cl (-0.609, 5.104, 3.173)  0.499
H (-2.726, 4.083, 3.346)  -0.005
C (2.074, 7.772, 4.903)  -1.578
Cl (1.063, 6.603, 5.770)  0.479
Cl (1.432, 8.064, 3.278)  0.518
Cl (2.186, 9.290, 5.810)  0.529
H (3.079, 7.354, 4.807)  -0.135
C (-0.655, -1.687, 4.721)  -1.527
Cl (-0.279, -3.353, 5.193)  0.525
Cl (-0.558, -1.502, 2.961)  0.487
Cl (-2.260, -1.221, 5.308)  0.524
H (0.085, -1.024, 5.178)  0.021
C (1.383, -3.089, 0.215)  -1.512
Cl (-0.149, -3.835, -0.270)  0.507
Cl (2.735, -3.810, -0.673)  0.527
Cl (1.331, -1.337, -0.046)  0.533
H (1.533, -3.273, 1.282)  0.015
C (4.083, 3.769, 6.055)  -1.477
Cl (2.551, 3.022, 5.569)  0.522
Cl (5.435, 3.047, 5.166)  0.554
Cl (4.031, 5.520, 5.793)  0.538
H (4.233, 3.584, 7.121)  0.026
C (-3.841, -5.130, 1.303)  -1.525
Cl (-3.099, -6.671, 0.842)  0.500
Cl (-2.917, -4.359, 2.604)  0.509
Cl (-3.959, -4.053, -0.099)  0.499
H (-4.851, -5.330, 1.670)  0.021
C (3.962, -7.436, -1.740)  -1.538
Cl (4.463, -9.049, -2.274)  0.530
Cl (3.844, -7.375, 0.027)  0.483
Cl (5.091, -6.206, -2.331)  0.500
H (2.974, -7.226, -2.158)  0.015
C (6.845, -7.118, 2.989)  -1.531
Cl (7.221, -8.784, 3.461)  0.524
Cl (6.942, -6.932, 1.229)  0.492
Cl (5.240, -6.652, 3.576)  0.503
H (7.585, -6.455, 3.446)  0.018
C (6.282, 9.237, 5.952)  -1.506
Cl (5.783, 10.886, 5.536)  0.526
Cl (5.872, 8.870, 7.636)  0.526
Cl (5.529, 8.064, 4.858)  0.523
H (7.367, 9.167, 5.838)  0.021
C (-5.593, -9.424, -1.351)  -1.532
Cl (-6.031, -11.071, -0.864)  0.528
Cl (-6.020, -8.266, -0.080)  0.497
Cl (-3.865, -9.326, -1.728)  0.503
H (-6.158, -9.170, -2.252)  0.018
C (4.683, 2.602, 1.503)  -1.548
Cl (3.151, 1.855, 1.018)  0.489
Cl (6.035, 1.880, 0.615)  0.523
Cl (4.631, 4.354, 1.242)  0.517
H (4.833, 2.417, 2.570)  -0.043
C (-0.326, 5.778, -2.719)  -1.536
Cl (-1.337, 4.609, -1.852)  0.505
Cl (-0.968, 6.071, -4.344)  0.517
Cl (-0.214, 7.296, -1.812)  0.545
H (0.679, 5.360, -2.815)  0.008

Force components x, y, z for each atom (eV/Å):
0.24 -1.43 0.64
0.78 -0.20 0.28
0.42 0.41 2.38
-1.82 -1.14 0.66
1.32 -4.48 -3.57
-1.30 0.26 1.77
0.00 -0.08 -0.57
-0.80 -0.25 5.10
-0.48 -0.59 -6.25
2.17 3.21 -0.08
2.48 -2.22 1.55
-1.84 -0.77 0.52
2.77 0.68 3.99
-0.09 -0.41 0.15
-2.27 0.69 1.14
0.62 0.84 -0.08
-1.92 -0.68 -1.91
-0.12 2.52 -0.20
-0.40 -0.07 2.44
-0.33 -0.11 -2.84
1.33 1.96 0.32
0.61 -1.20 -2.49
1.87 -1.92 -0.29
-0.75 0.07 -2.51
-1.47 2.07 -0.76
-1.57 0.86 -0.04
0.57 -1.21 -0.69
2.38 -0.29 0.33
-0.38 2.42 0.34
-0.67 -0.81 1.14
-1.27 1.79 -0.45
-0.06 -0.23 0.12
-0.08 0.29 0.25
-0.01 -0.04 0.03
0.10 -0.18 -0.25
-0.02 0.31 -0.20
-0.01 0.21 -0.04
-0.07 0.04 0.02
-0.01 -0.02 -0.22
-0.26 -0.25 -0.03
0.32 -0.11 0.14
-0.17 0.09 0.18
-0.06 0.34 -0.08
0.12 -0.05 0.08
0.05 -0.24 -0.15
-0.57 0.34 -0.08
-0.03 0.04 0.24
-0.01 0.22 -0.09
0.05 0.05 0.08
0.26 -0.03 -0.11
-0.25 -0.22 -0.18
0.07 -0.30 0.02
0.13 0.12 0.10
-0.17 0.14 0.13
0.11 -0.14 0.22
-0.08 0.11 -0.33
-0.20 0.06 0.08
0.15 0.06 0.04
-0.05 0.05 0.13
0.56 -0.95 0.34
-0.02 0.07 -0.38
0.08 -0.24 0.19
-0.02 0.30 0.09
-0.18 -0.08 -0.18
-0.07 0.05 0.07
0.33 0.09 -0.16
-0.15 -0.14 0.09
-0.10 0.25 0.05
-0.21 -0.02 -0.33
-0.11 -0.03 0.03
0.36 -0.06 0.13
0.17 -0.04 -0.03
-0.03 0.26 -0.04
0.20 0.05 0.30
0.13 0.00 -0.04
-0.28 -0.23 -0.15
0.03 0.23 0.14
0.12 -0.25 0.04
0.08 0.01 -0.24
0.41 0.28 -0.09
-0.39 -0.01 0.01
-0.10 -0.10 -0.03
0.05 0.28 -0.11
-0.12 -0.16 -0.20
-0.17 0.01 -0.01
0.21 -0.09 0.33
0.13 0.09 0.06
0.06 0.02 0.09
-0.16 0.06 0.14
-0.02 -0.24 0.11
-0.10 0.07 -0.37
0.27 0.30 -0.09
0.00 -0.01 0.02
0.10 -0.11 0.19
-0.01 -0.36 -0.15
-0.36 0.11 0.04

Summary:
Net charge: +1
Kohn-Sham gap (eV): 6.77
Energy relative to the best compared isomer or geometry (same formula, charge and spin) (kJ/mol): 376.3
E_HOMO (eV): -12.062
LUMO energy (eV): -5.294

---

DFT (the ωB97M-V functional and the def2-TZVPD basis) results for a structure of composition C20H28CoF4N5OS at a distorted geometry.

Each line ends with the Löwdin charge.
Positions of all 60 atoms, in Å:
Co (-0.029, 1.051, -0.651)  0.877
C (1.182, -0.749, -2.303)  -0.048
C (2.402, -0.019, -1.741)  -0.204
N (2.091, 0.652, -0.462)  -0.246
C (2.972, 1.818, -0.264)  -0.215
C (2.782, 2.894, -1.336)  -0.067
C (2.190, -0.285, 0.679)  -0.138
C (1.124, -0.029, 1.752)  -0.156
N (-0.141, 0.134, 1.092)  0.019
C (-1.319, -0.172, 1.631)  -0.160
C (-2.451, -0.064, 0.774)  -0.119
F (-2.177, 0.295, -0.522)  0.055
C (-3.738, -0.304, 1.190)  -0.193
F (-4.741, -0.150, 0.339)  0.149
C (-3.981, -0.701, 2.500)  0.165
C (-2.905, -0.833, 3.367)  -0.178
F (-3.127, -1.202, 4.617)  0.157
C (-1.601, -0.582, 2.965)  -0.096
F (-0.610, -0.703, 3.853)  0.137
H (1.346, -0.971, -3.355)  0.108
H (0.272, -0.097, -2.245)  0.063
H (0.985, -1.684, -1.783)  0.025
H (2.705, 0.744, -2.457)  0.118
H (3.236, -0.718, -1.615)  0.146
H (4.017, 1.485, -0.261)  0.139
H (2.768, 2.228, 0.726)  0.112
H (3.516, 2.793, -2.130)  0.088
H (2.898, 3.884, -0.904)  0.086
H (1.787, 2.828, -1.784)  0.062
H (3.185, -0.243, 1.131)  0.144
H (2.036, -1.297, 0.303)  0.111
H (1.349, 0.881, 2.324)  0.140
H (1.136, -0.860, 2.463)  0.136
H (-4.983, -0.921, 2.835)  0.164
N (0.417, 6.121, 0.842)  0.183
C (-0.278, 5.238, 0.131)  -0.340
C (0.008, 3.843, 0.152)  -0.060
N (-0.643, 2.996, -0.627)  -0.046
C (-1.623, 3.456, -1.409)  -0.091
C (-1.954, 4.811, -1.370)  -0.072
N (-1.288, 5.657, -0.632)  0.159
H (1.180, 5.846, 1.440)  0.121
H (0.137, 7.089, 0.837)  0.132
H (0.783, 3.458, 0.799)  0.110
H (-2.143, 2.771, -2.064)  0.115
H (-2.775, 5.209, -1.951)  0.130
O (-1.770, -2.691, 0.633)  -0.500
S (-0.626, -3.027, -0.225)  0.918
C (0.351, -4.344, 0.642)  -0.279
C (0.438, -5.497, -0.337)  -0.230
C (-0.903, -5.565, -1.067)  -0.225
C (-1.175, -4.167, -1.579)  -0.278
H (-0.204, -4.585, 1.547)  0.105
H (1.325, -3.940, 0.908)  0.080
H (0.646, -6.430, 0.187)  0.127
H (1.242, -5.320, -1.056)  0.119
H (-1.696, -5.881, -0.386)  0.127
H (-0.860, -6.271, -1.897)  0.127
H (-2.215, -3.962, -1.812)  0.103
H (-0.546, -3.922, -2.434)  0.088

Force components x, y, z for each atom (eV/Å):
0.89 0.38 0.44
0.54 0.03 0.20
-0.08 -0.12 -0.45
-0.54 0.14 -0.17
0.26 0.43 -0.01
0.05 -0.22 0.09
-0.19 -0.20 0.34
0.75 -0.02 0.22
-1.21 -0.38 0.33
0.38 0.11 -0.13
-0.50 0.17 -0.10
-0.32 -0.08 0.38
0.40 0.29 -0.57
0.09 -0.10 0.04
0.25 -0.01 -0.11
0.58 0.01 0.06
0.09 0.03 -0.09
-0.25 -0.23 0.62
-0.39 0.08 -0.39
-0.21 0.08 -0.08
0.03 -0.37 -0.45
-0.20 0.20 0.01
0.06 -0.07 0.10
0.00 0.10 -0.04
-0.09 -0.04 0.10
-0.04 -0.09 0.04
0.00 0.05 -0.10
0.01 0.09 -0.03
0.04 0.13 -0.02
0.00 -0.01 -0.10
0.00 -0.02 -0.06
0.05 -0.05 -0.01
-0.03 0.14 -0.14
-0.12 0.03 0.04
0.31 0.31 0.33
-0.36 -1.34 -0.40
0.31 0.81 0.39
-0.23 -0.38 -0.34
-0.43 0.29 -0.32
0.08 -0.77 -0.14
0.21 1.07 0.43
-0.13 0.06 -0.07
-0.02 -0.02 -0.04
0.08 -0.12 0.04
0.00 -0.10 0.08
-0.04 -0.07 -0.11
-1.28 0.38 0.91
1.12 -0.84 -0.68
-0.15 0.37 -0.54
-0.15 -0.35 -0.03
0.18 -0.25 -0.10
0.34 0.22 0.57
-0.17 0.07 -0.02
0.04 0.08 0.09
0.12 0.01 -0.04
0.01 -0.09 0.01
0.01 -0.01 -0.02
-0.09 -0.04 0.06
-0.07 0.21 0.07
0.01 0.00 -0.12

Summary:
2S+1: 5
Net charge: +2
Kohn-Sham gap (alpha / beta) (eV): 8.41 / 5.62
E_HOMO (alpha / beta) (eV): -14.165 / -14.211
LUMO energy (alpha / beta) (eV): -5.759 / -8.594

---

Number 1: total energy -3038.90316 hartree. Number 2: total energy -1652.20918 hartree. Number 3: total energy -20017.26695 hartree. Number 4: total energy -3307.73443 hartree.